[1]
{"formula": "C8H7FO2S", "method": "the ωB97M-V functional and the def2-TZVPD basis", "symbols": ["C", "C", "C", "C", "C", "C", "C", "C", "O", "O", "F", "S", "H", "H", "H", "H", "H", "H", "H"], "coordinates": [[-0.809, -1.928, -0.098], [-0.969, -1.277, 1.098], [-0.846, -1.217, -1.293], [-1.070, 0.117, 1.142], [-0.861, 0.186, -1.220], [-1.039, 0.847, -0.026], [-1.009, 3.406, 0.238], [-0.967, 2.236, 0.002], [3.165, 0.137, 1.011], [2.210, -1.773, -0.242], [2.243, 0.438, -1.367], [1.945, -0.444, 0.094], [-0.972, -2.945, -0.072], [-1.220, -1.916, 2.038], [-0.563, -1.720, -2.198], [-1.399, 0.594, 2.178], [-1.110, 0.725, -2.244], [4.156, 0.032, 0.900], [-0.884, 4.500, 0.060]], "mulliken_charge": [-0.636, -0.366, -0.521, -0.099, -0.373, 1.104, 0.011, -1.070, -0.507, -0.505, -0.367, 0.994, 0.475, 0.270, 0.350, 0.262, 0.239, 0.353, 0.385], "e_tot_ev": -26053.5881, "homo_lumo_gap_ha": 0.3493, "fmax_ev_per_a": 4.24, "molar_mass_g_mol": 186.21}

[2]
{"formula": "C8H7IO3", "method": "the ωB97M-V functional and the def2-TZVPD basis", "symbols": ["C", "C", "C", "C", "C", "C", "C", "C", "O", "O", "O", "I", "H", "H", "H", "H", "H", "H", "H"], "coordinates": [[-0.327, 0.409, -0.097], [0.383, 1.494, 0.004], [1.220, -1.544, 0.166], [2.510, 0.621, 0.800], [-0.123, 2.797, 0.543], [1.859, 1.417, -0.262], [-0.669, -2.618, 0.720], [0.042, -0.894, -0.585], [0.415, 3.815, 0.254], [0.733, -2.546, 0.740], [-1.091, -1.853, -0.344], [4.458, -0.213, 0.231], [-1.332, 0.467, 0.176], [-1.053, 2.907, 1.129], [2.187, 1.309, -1.254], [2.151, 2.504, -0.113], [-1.012, -3.667, 0.522], [-1.251, -2.332, 1.656], [0.314, -0.832, -1.556]], "mulliken_charge": [-0.695, 0.655, -0.031, -0.315, -0.338, -0.866, -0.172, 0.104, -0.461, -0.206, -0.472, -0.015, 0.545, 0.370, 0.539, 0.402, 0.216, 0.247, 0.494], "e_tot_ev": -22644.3153, "homo_lumo_gap_ha": 0.2763, "fmax_ev_per_a": 4.22, "molar_mass_g_mol": 278.04}

[3]
{"formula": "C8H7N3", "method": "the ωB97M-V functional and the def2-TZVPD basis", "symbols": ["C", "C", "C", "C", "C", "C", "C", "C", "H", "H", "H", "H", "H", "H", "H", "N", "N", "N"], "coordinates": [[0.379, -0.132, -1.129], [0.724, 1.108, -1.525], [0.506, 2.186, -0.693], [0.123, 2.045, 0.672], [-0.469, 0.843, 1.047], [-1.297, -1.725, 1.862], [-0.560, -1.786, 0.761], [-0.312, -0.372, 0.243], [0.148, -1.911, -2.232], [1.864, -1.135, -2.729], [1.289, 1.236, -2.431], [0.862, 3.264, -1.032], [0.565, 2.721, 1.743], [-1.420, -2.521, 2.444], [0.191, -2.558, 0.240], [0.884, -1.248, -1.860], [-1.560, 0.586, 2.093], [-1.916, -0.600, 2.527]], "mulliken_charge": [0.793, -0.728, -0.221, -0.570, 0.224, -0.382, -0.415, 0.450, 0.260, 0.276, 0.289, 0.245, 0.207, 0.535, 0.280, -0.649, -0.202, -0.394], "e_tot_ev": -12873.4573, "homo_lumo_gap_ha": 0.2918, "fmax_ev_per_a": 6.52, "molar_mass_g_mol": 145.16}

[4]
{"formula": "C8H7N3O", "method": "the ωB97M-V functional and the def2-TZVPD basis", "symbols": ["N", "C", "N", "C", "O", "N", "C", "C", "C", "C", "C", "C", "H", "H", "H", "H", "H", "H", "H"], "coordinates": [[1.652, -1.113, -2.037], [1.369, -0.287, -0.859], [2.452, 0.224, -0.342], [2.290, 0.690, 1.014], [3.409, 1.084, 1.532], [1.072, 0.621, 1.704], [-0.159, 0.377, 0.814], [-1.440, 0.424, 1.247], [-2.652, 0.389, 0.429], [-2.384, -0.054, -0.821], [-1.084, -0.408, -1.144], [-0.015, -0.282, -0.337], [1.048, -2.059, -1.749], [2.576, -1.317, -1.948], [0.985, 0.709, 2.741], [-1.429, 0.955, 2.286], [-3.545, 0.923, 0.826], [-3.344, -0.053, -1.361], [-0.800, -0.823, -1.995]], "mulliken_charge": [-0.678, 0.739, -0.597, 0.218, -0.631, -0.159, 0.178, -0.482, -0.384, -0.719, -0.471, 0.647, 0.307, 0.335, 0.245, 0.214, 0.354, 0.309, 0.576], "e_tot_ev": -14924.9351, "homo_lumo_gap_ha": 0.3327, "fmax_ev_per_a": 7.12, "smiles": "Nc1nc(=O)[nH]c2ccccc12", "molar_mass_g_mol": 161.16}

[5]
{"formula": "C8H7NO3", "method": "the ωB97M-V functional and the def2-TZVPD basis", "symbols": ["C", "O", "N", "O", "C", "O", "C", "C", "C", "C", "C", "C", "H", "H", "H", "H", "H", "H", "H"], "coordinates": [[2.976, 1.025, 1.217], [2.021, 0.005, 0.787], [1.145, 0.581, -0.125], [1.532, 0.356, -1.471], [0.558, -0.309, -2.145], [0.810, -0.364, -3.315], [-0.638, -0.576, -1.208], [-1.912, -0.940, -1.348], [-2.642, -0.967, -0.161], [-2.303, -0.481, 1.002], [-0.957, 0.168, 1.161], [-0.194, 0.119, -0.049], [3.505, 0.429, 1.979], [3.735, 1.344, 0.509], [2.415, 1.964, 1.604], [-2.427, -1.470, -2.109], [-3.798, -1.138, -0.338], [-3.108, -0.468, 1.784], [-0.721, 0.723, 2.224]], "mulliken_charge": [-0.467, -0.221, 0.182, -0.283, 0.378, -0.601, 0.477, -0.660, -0.262, -0.258, -0.338, 0.192, 0.234, 0.232, 0.245, 0.408, 0.200, 0.299, 0.243], "e_tot_ev": -16037.1266, "homo_lumo_gap_ha": 0.3342, "fmax_ev_per_a": 6.33, "smiles": "COn1oc(=O)c2ccccc21", "molar_mass_g_mol": 165.15}

[6]
{"formula": "C8H7NO4", "method": "the ωB97M-V functional and the def2-TZVPD basis", "symbols": ["O", "C", "C", "C", "C", "C", "C", "C", "O", "N", "O", "C", "O", "H", "H", "H", "H", "H", "H", "H"], "coordinates": [[-1.849, 1.632, 1.364], [-0.916, 0.973, 1.149], [0.158, 0.258, 0.951], [0.616, -0.738, 1.888], [1.758, -1.405, 1.661], [2.534, -1.131, 0.481], [2.097, -0.323, -0.490], [0.778, 0.366, -0.427], [-0.161, -0.237, -1.361], [-1.294, 0.585, -1.518], [-1.124, 1.771, -1.876], [-2.446, 0.076, -1.204], [-3.549, 0.791, -1.407], [0.014, -0.905, 2.769], [2.111, -2.141, 2.364], [3.510, -1.586, 0.404], [2.690, -0.117, -1.367], [0.880, 1.417, -0.737], [-2.540, -0.955, -0.915], [-3.264, 1.668, -1.732]], "mulliken_charge": [-0.405, 0.592, 0.015, -0.656, -0.500, -0.157, -0.919, 0.442, -0.335, 0.535, -0.772, -0.005, -0.473, 0.401, 0.405, 0.382, 0.381, 0.329, 0.388, 0.352], "e_tot_ev": -18084.3380, "homo_lumo_gap_ha": 0.3140, "fmax_ev_per_a": 2.17, "smiles": "O=C=C1C=CC=C[C@H]1O/[N+]([O-])=C/O", "molar_mass_g_mol": 181.15}

[7]
{"formula": "C8H7NO4", "method": "the ωB97M-V functional and the def2-TZVPD basis", "symbols": ["C", "C", "C", "C", "C", "C", "C", "C", "N", "O", "O", "O", "O", "H", "H", "H", "H", "H", "H", "H"], "coordinates": [[2.429, 1.655, -0.728], [1.051, 1.590, -0.625], [2.934, 0.480, -0.182], [0.754, 0.390, 0.010], [-2.288, -0.290, -0.843], [-2.472, 0.664, 0.230], [-0.469, -0.387, 0.478], [-0.385, -1.603, 1.349], [-1.139, -0.843, -0.805], [-0.594, -1.685, -1.482], [-3.402, 1.360, 0.461], [1.949, -0.300, 0.246], [-1.426, 0.500, 1.098], [2.854, 2.527, -1.159], [0.192, 2.135, -0.888], [3.986, 0.161, -0.199], [-3.024, -0.674, -1.520], [-1.356, -1.806, 1.504], [0.232, -1.519, 2.170], [0.175, -2.355, 0.883]], "mulliken_charge": [-0.537, -0.614, -0.470, -0.342, -0.231, 0.331, 1.643, -1.633, 0.625, -0.602, -0.545, -0.315, -0.392, 0.450, 0.521, 0.397, 0.422, 0.460, 0.377, 0.454], "e_tot_ev": -18082.9730, "spin_multiplicity": 3, "homo_lumo_gap_ha": [0.2847, 0.2250], "fmax_ev_per_a": 7.27, "molar_mass_g_mol": 181.15}

[8]
{"formula": "C8H7O2S2", "method": "the ωB97M-V functional and the def2-TZVPD basis", "symbols": ["O", "C", "O", "C", "S", "S", "C", "C", "C", "C", "C", "C", "H", "H", "H", "H", "H", "H", "H"], "coordinates": [[0.046, 1.556, -2.582], [1.125, 1.195, -2.200], [2.224, 0.912, -2.630], [1.153, 0.991, -0.467], [0.767, 2.581, 0.115], [0.800, 2.487, 2.206], [0.207, -0.069, -0.154], [-1.144, 0.191, -0.019], [-2.144, -0.794, 0.153], [-1.698, -2.084, 0.408], [-0.326, -2.344, 0.566], [0.615, -1.399, 0.175], [2.077, 0.683, -0.121], [2.131, 3.028, 2.581], [-1.620, 1.133, -0.055], [-3.162, -0.385, 0.131], [-2.504, -2.881, 0.688], [-0.195, -3.327, 0.948], [1.647, -1.473, 0.257]], "mulliken_charge": [-0.623, 0.563, -0.696, -0.630, -0.102, -0.317, 0.492, -0.164, -0.601, -0.232, -0.617, -0.457, 0.617, 0.111, 0.348, 0.319, 0.204, 0.368, 0.418], "e_tot_ev": -34175.9637, "charge": -1, "homo_lumo_gap_ha": 0.2594, "fmax_ev_per_a": 2.71, "smiles": "O=C([O-])[C@@H](SS)c1ccccc1", "molar_mass_g_mol": 199.28}